Density functional theory data (ωB97M-V with the def2-TZVPD basis set) for a structure of composition C6H13B2Br3Cl4CsF7Li2N3NaO6S.

Output
Energy above the lowest of the compared OMol25 structures with the same formula, charge and spin   91.01 kcal/mol
F_max   10.65 eV Å⁻¹
Charge   0

Geometry (Å):
C: 2.58681 -1.44586 1.40892
C: 2.61634 0.17632 1.18392
Br: 3.95515 0.89190 2.54690
C: 1.17003 0.92881 1.55991
Br: 1.66244 2.71877 2.28505
N: 0.35556 0.91038 0.30101
C: -0.34655 -0.40403 0.04552
N: 0.01790 -1.18062 -1.23641
N: -1.31638 -0.92792 0.86473
O: -1.96719 -2.10725 0.65732
B: -2.39928 -2.50431 2.03707
O: -3.58875 -1.97402 2.73253
O: -1.59857 -3.53481 2.74484
S: -0.73024 2.24359 0.09973
O: -0.05421 3.55027 -0.47571
O: -1.73072 1.81098 -1.04574
C: -1.80470 2.67950 1.56153
F: -1.66791 4.14389 1.79667
F: -1.55757 1.91850 2.80268
F: -3.25047 2.45898 1.18160
H: 2.48410 -1.73387 2.55992
H: 1.82750 -2.02834 0.72171
H: 3.66548 -1.85072 1.09628
H: 3.01228 0.51449 0.11777
H: 0.65894 0.24901 2.38456
H: -0.76144 -0.92895 -1.90083
H: -0.01171 -2.21160 -1.06803
H: -1.60401 -0.40521 1.73743
H: -3.29228 -1.25042 3.38724
H: -0.64427 -3.19994 2.67322
Br: 5.21125 -0.72804 1.41375
C: 0.37661 1.59424 -4.23704
Cl: -0.80639 0.50409 -3.50424
Cl: 2.02594 1.12433 -3.80805
H: 0.26778 1.55872 -5.32372
H: 0.19230 2.61066 -3.88077
Na: -2.58875 -0.75492 -1.04243
O: -0.59796 -0.52542 3.69661
H: -0.97954 0.31287 3.88340
Cl: 0.71125 5.02449 3.10539
Li: 3.41125 4.22949 3.75039
Cs: -1.68875 2.44413 -4.95693
B: 0.71127 -2.86303 -5.04977
F: 0.31830 -3.08793 -3.66827
F: 0.31638 -4.00517 -5.85798
F: 0.05693 -1.66529 -5.55086
F: 2.15336 -2.69364 -5.12206
Cl: -4.98875 3.02209 1.18000
Li: 0.21125 -3.60916 0.21125